A single C3H2F2N2O molecule. Source: the OMol25 dataset; level of theory: ωB97M-V/def2-TZVPD.

Cartesian coordinates (Å):
O 1.62282 -0.72944 1.78037
C 1.13597 -0.68026 0.72224
C -0.21416 -0.73059 -0.24203
C -1.09061 0.39730 -0.08921
N -0.61037 1.51688 0.30067
F -1.41578 2.57910 0.54360
N 1.24759 -0.73940 -0.58833
F 2.03948 -0.04033 -1.60867
H -0.55457 -1.62626 -0.57603
H -2.16036 0.05300 -0.24260

Summary:
- Spin multiplicity: 1
- Total charge: 0
- SMILES: O=C1[C@@H](/C=N/F)N1F
- Energy above the lowest of the compared OMol25 structures with the same formula, charge and spin: 571.4 kJ/mol
- HOMO: -10.312 eV